C16H37As3CrF3O3SSe2 as an isolated structure in a non-equilibrium geometry, computed with ωB97M-V/def2-TZVPD.

Computed properties:
Molecular weight = 801.212 g mol⁻¹
Highest occupied orbital energy (spin up / spin down) = -12.93 / -12.93 eV
Energy relative to the best compared isomer or geometry (same formula, charge and spin) = 88.6 kJ/mol
Charge = +2
Energy = -14109.358931 Eh
Multiplicity = 2

Cartesian coordinates (Å):
Cr: -1.362 0.983 -0.286
C: -2.204 -2.747 -0.598
As: -1.340 -1.341 0.456
C: -2.136 -1.745 2.199
C: 0.432 -2.187 0.850
C: 1.518 -2.098 -0.228
C: 0.954 -2.575 -1.570
C: 2.021 -0.662 -0.393
As: 0.844 0.713 -1.235
C: 2.265 2.085 -1.108
C: 1.025 0.326 -3.155
C: 2.691 -3.030 0.124
As: 3.907 -2.890 1.732
C: 5.225 -1.569 1.099
C: 3.035 -1.783 3.116
H: -1.587 -3.650 -0.582
H: -2.364 -2.434 -1.630
H: -3.166 -2.989 -0.141
H: -2.231 -2.832 2.303
H: -3.133 -1.301 2.266
H: -1.512 -1.377 3.017
H: 0.220 -3.244 1.064
H: 0.797 -1.729 1.776
H: 0.096 -1.946 -1.835
H: 0.638 -3.616 -1.509
H: 1.713 -2.497 -2.348
H: 2.926 -0.682 -1.016
H: 2.294 -0.246 0.585
H: 3.168 1.701 -1.595
H: 2.496 2.310 -0.063
H: 1.983 3.012 -1.608
H: 1.925 -0.267 -3.348
H: 1.107 1.260 -3.716
H: 0.154 -0.215 -3.525
H: 3.399 -3.021 -0.708
H: 2.301 -4.049 0.170
H: 5.734 -1.932 0.209
H: 5.979 -1.429 1.871
H: 4.754 -0.610 0.890
H: 2.178 -2.289 3.553
H: 2.751 -0.799 2.747
H: 3.772 -1.652 3.907
C: -1.034 3.540 -2.807
Se: -1.803 3.291 -1.047
C: -0.477 4.303 0.061
C: -0.733 3.939 1.510
Se: -0.540 1.978 1.821
C: -1.989 1.804 3.093
H: 0.018 3.246 -2.830
H: -1.145 4.581 -3.113
H: -1.619 2.905 -3.474
H: -0.660 5.375 -0.085
H: 0.551 4.061 -0.226
H: -1.760 4.188 1.793
H: -0.038 4.453 2.179
H: -2.929 1.978 2.573
H: -1.837 2.533 3.888
H: -1.961 0.802 3.511
F: -5.514 -0.376 0.204
C: -5.174 -0.289 -1.077
F: -4.830 -1.505 -1.495
F: -6.176 0.167 -1.786
S: -3.690 0.851 -1.139
O: -4.067 2.063 -1.771
O: -2.559 0.177 -1.795
O: -3.299 0.977 0.275

Cartesian forces, eV/Å:
Cr -0.50 0.00 0.79
C -0.15 0.10 -0.22
As 1.09 -2.03 1.09
C -0.20 0.21 0.05
C -0.09 0.24 -0.01
C -0.29 0.08 -0.30
C 0.05 0.16 0.25
C -0.15 -0.12 0.27
As 2.99 -0.58 -0.80
C -0.39 0.34 0.14
C -0.44 0.05 -0.21
C 0.09 0.35 0.44
As 0.30 -0.53 0.06
C -0.39 0.08 0.02
C -0.01 0.11 -0.39
H 0.00 0.27 0.09
H 0.03 -0.07 0.13
H 0.07 0.13 -0.05
H 0.09 0.22 -0.15
H 0.11 -0.04 0.02
H -0.04 -0.01 -0.17
H -0.12 0.24 -0.01
H -0.13 -0.06 -0.06
H -0.04 -0.21 -0.29
H -0.09 0.01 -0.07
H -0.07 -0.02 -0.08
H -0.24 0.25 0.03
H 0.03 0.02 -0.14
H -0.33 -0.14 0.09
H -0.07 -0.10 -0.10
H -0.02 -0.06 -0.01
H -0.17 0.12 0.34
H -0.05 -0.02 0.20
H 0.07 -0.01 0.04
H 0.06 -0.02 -0.04
H 0.00 0.00 0.06
H -0.06 -0.08 -0.05
H -0.05 -0.03 0.08
H 0.08 0.15 -0.06
H -0.06 -0.08 -0.03
H -0.09 0.15 0.07
H 0.07 -0.02 -0.04
C 0.05 -0.04 -0.30
Se 1.34 1.48 0.45
C -0.10 -0.34 -0.10
C -0.20 -0.05 -0.11
Se 0.18 0.54 -0.10
C -0.33 -0.16 0.19
H -0.22 0.07 0.07
H -0.03 -0.12 0.13
H 0.05 0.06 0.01
H 0.03 -0.27 -0.06
H -0.24 0.09 -0.12
H 0.15 -0.08 0.08
H -0.07 -0.18 -0.04
H 0.03 -0.01 0.05
H 0.11 -0.02 -0.11
H 0.02 0.03 -0.04
F -0.07 0.15 -0.09
C -0.41 -0.77 0.27
F 0.11 0.33 -0.17
F 0.42 0.16 0.03
S -2.30 0.48 -1.85
O -0.90 -0.16 -0.24
O 0.68 -0.34 -0.12
O 0.77 0.09 1.22

A 3-piece molecular cluster, C16H37BBrN2O6 overall in a non-equilibrium geometry, computed with ωB97M-V/def2-TZVPD.

Computed properties:
Molecular weight = 444.196 g mol⁻¹
Highest occupied orbital energy = -4.84 eV
Energy relative to the best compared isomer or geometry (same formula, charge and spin) = 0.0 kJ/mol
Charge = -1
Energy = -3791.671059 Eh

Cartesian coordinates (Å):
C: -4.590 2.813 4.184
C: -4.241 1.973 5.151
C: -2.897 1.298 5.234
C: -3.117 -0.229 5.011
O: -2.871 -0.449 3.649
B: -2.240 0.748 3.085
Br: -0.361 0.281 2.281
O: -2.018 1.657 4.213
H: -5.622 2.903 3.864
H: -3.818 3.360 3.658
H: -4.941 1.698 5.940
H: -2.407 1.407 6.211
H: -4.156 -0.500 5.232
H: -2.426 -0.812 5.633
H: -2.955 1.239 2.229
C: 5.135 4.648 -1.444
O: 4.552 3.819 -2.426
C: 4.845 2.435 -2.268
C: 3.598 1.649 -1.934
N: 3.125 1.966 -0.597
C: 1.819 1.391 -0.258
C: 0.616 1.892 -1.042
O: 0.302 3.256 -0.813
C: 0.959 4.182 -1.643
H: 4.907 5.678 -1.715
H: 4.731 4.449 -0.446
H: 6.223 4.525 -1.414
H: 5.607 2.287 -1.497
H: 5.251 2.077 -3.220
H: 3.831 0.580 -1.981
H: 2.850 1.864 -2.712
H: 3.066 2.972 -0.504
H: 1.631 1.592 0.796
H: 1.877 0.303 -0.361
H: -0.248 1.320 -0.697
H: 0.712 1.708 -2.122
H: 1.161 3.767 -2.637
H: 1.904 4.534 -1.214
H: 0.304 5.048 -1.755
C: 0.317 -3.420 -4.018
O: 0.877 -3.449 -2.725
C: 0.753 -2.217 -2.012
C: -0.145 -2.365 -0.808
N: -1.531 -2.569 -1.207
C: -2.426 -2.887 -0.096
C: -2.204 -4.202 0.635
O: -2.460 -5.360 -0.152
C: -1.364 -5.833 -0.904
H: 0.540 -4.376 -4.490
H: -0.770 -3.285 -3.993
H: 0.754 -2.619 -4.625
H: 0.381 -1.427 -2.672
H: 1.755 -1.935 -1.675
H: -0.092 -1.459 -0.202
H: 0.241 -3.197 -0.201
H: -1.567 -3.316 -1.890
H: -3.445 -2.894 -0.492
H: -2.374 -2.074 0.635
H: -2.917 -4.238 1.462
H: -1.205 -4.264 1.080
H: -0.413 -5.632 -0.401
H: -1.328 -5.395 -1.907
H: -1.480 -6.913 -1.015

Cartesian forces, eV/Å:
C 0.07 -0.09 0.09
C 0.20 0.27 0.30
C 0.36 -0.41 0.22
C -0.09 0.15 -0.32
O 0.13 0.17 -0.01
B -1.11 0.19 0.52
Br 0.28 -0.19 -0.21
O 0.06 0.19 0.06
H -0.11 0.71 0.51
H 0.00 -0.59 -0.64
H -0.29 -0.58 -0.44
H -0.11 0.34 0.02
H 0.08 -0.19 0.19
H -0.06 0.00 0.08
H 0.52 -0.12 -0.38
C -0.03 0.01 -0.03
O 0.03 0.03 0.09
C 0.04 -0.12 -0.18
C -0.12 0.15 0.11
N 0.02 -0.04 -0.14
C 0.16 0.24 0.12
C -0.18 -0.28 0.01
O 0.09 0.04 -0.08
C -0.08 0.04 0.06
H -0.01 0.00 -0.01
H 0.05 -0.02 0.02
H 0.00 0.01 0.02
H -0.04 0.02 0.05
H 0.02 0.01 0.01
H -0.03 -0.01 -0.01
H 0.06 -0.08 -0.07
H -0.02 0.00 0.04
H -0.03 -0.05 -0.04
H 0.01 0.00 -0.02
H -0.01 0.05 0.05
H 0.07 0.07 0.00
H 0.03 0.00 0.00
H 0.04 -0.03 -0.06
H -0.01 0.00 0.00
C 0.03 -0.04 0.02
O -0.10 0.02 -0.08
C 0.17 0.07 0.13
C -0.16 -0.08 -0.05
N 0.13 -0.11 -0.03
C -0.12 0.15 -0.14
C -0.08 0.06 0.19
O 0.07 0.00 -0.03
C -0.08 -0.07 0.00
H 0.00 -0.01 0.01
H 0.01 0.05 -0.02
H -0.02 0.00 -0.02
H -0.05 -0.03 -0.01
H 0.00 0.00 -0.02
H 0.03 0.02 0.10
H 0.11 0.08 0.03
H -0.05 -0.03 0.03
H -0.01 0.00 0.04
H 0.05 -0.01 0.01
H 0.00 -0.02 -0.01
H 0.03 0.00 -0.08
H 0.01 0.02 -0.02
H 0.07 0.03 0.02
H 0.00 0.00 0.01

A 7-piece molecular cluster, C16H37Br6NO3S3 overall in a non-equilibrium geometry, computed with ωB97M-V/def2-TZVPD.

Computed properties:
Molecular weight = 867.101 g mol⁻¹
Highest occupied orbital energy = -8.91 eV
Energy relative to the best compared isomer or geometry (same formula, charge and spin) = 0.0 kJ/mol
Energy = -17550.856260 Eh

Cartesian coordinates (Å):
C: -2.431 -4.089 -3.616
C: -2.033 -2.633 -3.480
C: -3.193 -1.649 -3.315
C: -3.862 -1.786 -2.035
N: -4.381 -1.851 -1.012
H: -1.573 -4.734 -3.811
H: -3.108 -4.259 -4.460
H: -2.951 -4.500 -2.747
H: -1.455 -2.348 -4.362
H: -1.330 -2.497 -2.654
H: -3.944 -1.806 -4.094
H: -2.836 -0.619 -3.385
C: 0.960 -4.201 1.320
S: 2.195 -2.852 1.313
O: 2.523 -2.549 2.754
C: 3.598 -3.852 0.765
H: 0.472 -4.172 0.344
H: 0.259 -3.955 2.112
H: 1.425 -5.170 1.477
H: 3.385 -4.466 -0.104
H: 3.866 -4.432 1.650
H: 4.418 -3.141 0.663
C: -0.827 7.345 0.180
S: -0.936 5.558 -0.145
O: -1.302 5.438 -1.599
C: 0.821 5.148 0.000
H: -0.349 7.520 1.143
H: -1.814 7.784 0.089
H: -0.172 7.768 -0.584
H: 0.888 4.200 -0.539
H: 1.206 4.892 0.991
H: 1.530 5.854 -0.432
C: -0.657 1.736 0.270
S: -1.414 0.415 -0.714
O: -0.716 0.344 -2.033
C: -0.646 -0.875 0.274
H: -1.044 2.739 0.130
H: 0.392 1.734 -0.033
H: -0.698 1.376 1.296
H: -1.223 -1.110 1.174
H: 0.357 -0.611 0.606
H: -0.638 -1.788 -0.320
Br: -5.381 -4.400 3.321
C: -5.374 -2.485 2.901
C: -3.955 -2.124 2.554
Br: -3.889 -0.159 2.326
H: -5.754 -1.918 3.743
H: -6.018 -2.340 2.039
H: -3.609 -2.568 1.623
H: -3.216 -2.422 3.294
Br: 2.471 2.030 1.963
C: 3.916 0.883 2.660
C: 4.866 1.733 3.494
Br: 4.007 2.262 5.164
H: 4.440 0.491 1.792
H: 3.507 0.090 3.278
H: 5.236 2.613 2.982
H: 5.691 1.104 3.824
Br: 2.433 3.788 -3.515
C: 2.235 2.293 -2.260
C: 2.879 1.040 -2.782
Br: 2.625 -0.359 -1.417
H: 1.164 2.172 -2.118
H: 2.632 2.601 -1.294
H: 3.942 1.113 -2.982
H: 2.385 0.656 -3.669

Cartesian forces, eV/Å:
C -0.43 -0.55 -0.17
C 0.51 0.05 -0.07
C 0.07 -0.09 -0.34
C -0.20 0.07 0.40
N 0.05 -0.19 0.08
H 0.13 0.13 0.12
H 0.01 0.23 -0.02
H 0.09 0.21 0.14
H -0.16 0.12 -0.05
H -0.10 0.00 0.08
H 0.05 0.04 -0.04
H 0.07 -0.04 -0.02
C 0.28 0.46 -0.32
S 0.14 -0.45 0.95
O -0.23 0.02 -0.84
C 0.18 0.46 0.84
H -0.10 -0.10 0.07
H -0.05 -0.03 -0.01
H 0.03 0.01 0.18
H 0.11 0.12 -0.17
H -0.25 -0.31 -0.14
H -0.04 -0.10 -0.57
C 0.74 -0.29 -0.26
S -0.20 0.45 -0.54
O 0.40 0.00 0.94
C 0.62 -0.63 -0.08
H -0.31 -0.03 0.16
H -0.10 -0.09 0.18
H -0.11 -0.07 -0.11
H 0.00 0.17 -0.26
H -0.63 0.33 0.29
H -0.36 0.17 -0.30
C 0.63 -0.37 -0.15
S 0.00 0.08 0.11
O -0.07 0.25 -0.10
C -0.16 -0.69 0.65
H -0.52 -0.16 -0.07
H 0.01 -0.10 0.05
H -0.18 0.42 0.15
H -0.21 0.33 -0.13
H 0.10 0.09 -0.34
H 0.11 0.15 -0.22
Br -0.17 0.24 0.03
C 0.29 -0.23 -0.33
C 0.44 0.30 -0.21
Br 0.14 -0.50 0.08
H 0.03 -0.21 0.18
H -0.06 -0.08 0.03
H -0.39 0.19 -0.21
H -0.26 0.35 0.35
Br 0.26 -0.48 0.15
C 0.35 0.89 0.24
C -0.27 -0.66 0.22
Br 0.11 0.17 -0.15
H -0.13 -0.07 -0.06
H -0.33 -0.07 -0.28
H -0.08 0.09 0.03
H 0.10 0.07 -0.14
Br 0.11 -0.31 0.21
C -0.32 0.34 0.26
C -0.25 -0.38 -0.01
Br 0.27 0.14 -0.15
H -0.02 -0.20 -0.30
H 0.34 0.07 -0.18
H 0.05 0.14 0.20
H -0.10 0.10 0.00